Entry 1:
# C39H43As2ClPdSi2

A structure of composition C39H43As2ClPdSi2 in a non-equilibrium geometry (the ωB97M-V functional and the def2-TZVPD basis, the Open Molecules 2025 dataset).

The value obtained for the frontier orbital gap (alpha / beta) is 0.2391 / 0.2542 Eh. The calculation puts the HOMO energy (alpha / beta) at -5.956 / -7.659 eV. The energy is -7150.471050 hartree. As for the multiplicity: 3. For the strongest force on any atom, the calculation gives 0.037 Eh/bohr.

Last column: Löwdin charge in e.
CARTESIAN COORDINATES (ANGSTROEM)
C: 0.369 -4.788 2.267  -0.212
C: 0.250 -4.672 0.860  -0.177
C: 1.323 -3.881 0.393  -0.207
H: -0.525 -5.110 0.253  0.105
C: 2.110 -3.504 1.507  -0.173
C: 1.519 -4.065 2.661  -0.211
H: 1.880 -3.957 3.670  0.074
H: -0.294 -5.333 2.918  0.096
H: 1.521 -3.614 -0.631  0.094
H: 2.982 -2.874 1.473  0.097
Pd: 0.038 -2.588 1.756  0.426
Si: 0.738 6.021 -1.709  0.731
C: -0.259 5.667 -3.253  -0.343
C: -0.891 6.696 -3.955  -0.112
H: -0.788 7.720 -3.618  0.092
C: -1.646 6.429 -5.089  -0.090
H: -2.126 7.240 -5.621  0.101
C: -1.781 5.125 -5.541  -0.089
H: -2.367 4.915 -6.426  0.101
C: -1.156 4.090 -4.858  -0.088
H: -1.256 3.071 -5.211  0.089
C: -0.403 4.360 -3.726  -0.110
H: 0.088 3.543 -3.211  0.100
C: 2.564 5.753 -2.025  -0.327
C: 3.029 5.446 -3.307  -0.102
H: 2.325 5.336 -4.123  0.094
C: 4.382 5.266 -3.551  -0.089
H: 4.724 5.027 -4.550  0.100
C: 5.298 5.388 -2.514  -0.093
H: 6.354 5.246 -2.703  0.099
C: 4.854 5.688 -1.234  -0.092
H: 5.563 5.779 -0.422  0.100
C: 3.499 5.867 -0.994  -0.115
H: 3.167 6.093 0.012  0.098
H: 0.339 5.135 -0.582  -0.024
Si: 0.395 -0.717 0.164  0.347
C: 2.225 -0.366 -0.173  -0.338
C: 2.735 -0.443 -1.472  -0.097
H: 2.054 -0.551 -2.307  0.092
C: 4.099 -0.365 -1.719  -0.088
H: 4.467 -0.422 -2.736  0.100
C: 4.989 -0.198 -0.668  -0.095
H: 6.053 -0.134 -0.858  0.098
C: 4.503 -0.114 0.631  -0.096
H: 5.190 0.028 1.456  0.099
C: 3.141 -0.202 0.870  -0.140
H: 2.780 -0.127 1.888  0.097
C: -0.367 -0.883 -1.569  -0.362
C: -0.471 -2.140 -2.166  -0.125
H: -0.155 -3.015 -1.610  0.067
C: -0.984 -2.296 -3.447  -0.088
H: -1.053 -3.283 -3.888  0.100
C: -1.412 -1.186 -4.160  -0.092
H: -1.816 -1.301 -5.157  0.099
C: -1.317 0.076 -3.585  -0.083
H: -1.648 0.947 -4.136  0.085
C: -0.797 0.222 -2.308  -0.124
H: -0.729 1.211 -1.871  0.058
H: 0.452 7.422 -1.298  -0.027
Cl: -0.344 1.254 0.786  0.220
C: -1.802 -1.652 5.811  -0.299
As: -0.991 -2.547 4.237  1.152
C: 0.322 -3.387 5.479  -0.310
C: -2.601 -3.564 3.826  -0.429
C: -3.068 -4.470 4.789  -0.119
C: -4.216 -5.219 4.556  -0.086
C: -4.902 -5.077 3.350  -0.080
C: -4.438 -4.188 2.377  -0.105
C: -3.284 -3.407 2.602  -0.398
As: -2.506 -2.197 1.233  1.119
C: -4.251 -1.937 0.345  -0.307
C: -2.457 -0.572 2.378  -0.412
H: -1.061 -0.956 6.255  0.036
H: -2.115 -2.385 6.582  0.028
H: -2.691 -1.074 5.493  0.024
H: -0.100 -3.492 6.499  0.023
H: 0.535 -4.431 5.181  0.020
H: 1.240 -2.768 5.553  0.045
H: -2.539 -4.594 5.726  0.094
H: -4.572 -5.916 5.305  0.102
H: -5.789 -5.668 3.166  0.101
H: -4.989 -4.138 1.454  0.079
H: -5.040 -1.734 1.099  0.043
H: -4.175 -1.050 -0.318  0.030
H: -4.512 -2.815 -0.278  0.028
H: -3.262 -0.611 3.139  0.032
H: -1.473 -0.380 2.842  -0.053
H: -2.677 0.301 1.734  -0.006

---

Entry 2:
# C39H43Cl4N7

A structure of composition C39H43Cl4N7 in a non-equilibrium geometry (the ωB97M-V functional and the def2-TZVPD basis, the Open Molecules 2025 dataset).

The value obtained for the frontier orbital gap is 0.2514 Eh. The value obtained for the energy relative to the best compared isomer or geometry (same formula, charge and spin) is 38.886 eV. The calculation puts the HOMO energy at -7.570 eV. The energy is -3734.513240 hartree. As for the multiplicity: 1. For the strongest force on any atom, the calculation gives 0.354 Eh/bohr.

Last column: Löwdin charge in e.
CARTESIAN COORDINATES (ANGSTROEM)
Cl: 2.949 28.684 -6.773  0.901
C: 1.285 29.102 -6.059  -0.408
C: 1.297 28.534 -4.661  -0.440
Cl: 2.201 29.436 -3.480  1.073
H: 0.534 28.727 -6.754  -0.099
H: 1.150 30.183 -6.096  0.030
H: 1.517 27.466 -4.685  0.060
H: 0.284 28.653 -4.276  0.078
Cl: 3.845 28.504 -9.829  0.597
C: 4.418 27.827 -8.282  -0.744
C: 3.490 26.742 -7.761  -0.809
Cl: 3.566 25.310 -8.846  0.636
H: 4.444 28.637 -7.553  -0.057
H: 5.400 27.405 -8.498  0.076
H: 2.454 27.083 -7.764  -0.061
H: 3.792 26.349 -6.791  0.087
N: 4.438 31.657 -0.053  0.077
C: 3.874 30.582 0.403  -0.172
C: 3.410 29.590 -0.435  -0.032
C: 3.343 29.763 -1.826  -0.230
C: 3.930 30.963 -2.331  -0.100
C: 4.477 31.841 -1.390  -0.158
H: 3.980 30.415 1.464  0.104
H: 3.193 28.655 0.061  0.106
H: 2.890 28.970 -2.402  -0.172
H: 3.895 31.218 -3.380  0.093
H: 4.833 32.825 -1.659  0.107
N: 1.544 32.731 -0.953  0.086
C: 0.405 32.059 -0.961  -0.104
C: 0.040 31.180 -2.044  -0.045
C: 0.810 31.226 -3.207  -0.251
C: 1.918 31.951 -3.228  -0.238
C: 2.266 32.696 -2.094  -0.168
H: -0.167 32.023 -0.045  0.096
H: -0.946 30.742 -2.075  0.041
H: 0.681 30.620 -4.091  0.043
H: 2.541 32.043 -4.106  0.112
H: 3.130 33.332 -2.216  0.100
N: 0.476 31.685 -5.683  0.049
C: -0.159 31.017 -6.712  -0.140
C: -0.914 31.790 -7.612  -0.011
C: -1.090 33.176 -7.400  -0.041
C: -0.412 33.842 -6.342  -0.047
C: 0.400 33.047 -5.563  -0.098
H: 0.099 29.970 -6.777  -0.125
H: -1.474 31.300 -8.395  0.103
H: -1.766 33.845 -7.913  0.098
H: -0.544 34.908 -6.235  0.103
H: 1.127 33.576 -4.966  0.105
N: 1.343 23.852 -6.094  0.088
C: 1.982 24.955 -5.602  -0.185
C: 1.888 26.145 -6.262  -0.214
C: 1.126 26.353 -7.391  -0.144
C: 0.530 25.228 -8.071  -0.041
C: 0.670 24.029 -7.332  -0.098
H: 2.568 24.911 -4.696  0.001
H: 2.425 27.002 -5.884  0.030
H: 1.109 27.347 -7.813  0.073
H: -0.030 25.266 -8.994  0.098
H: 0.131 23.181 -7.728  0.092
N: -0.262 29.132 -7.414  -0.112
C: 0.576 29.368 -8.505  -0.078
C: 0.280 28.903 -9.827  -0.014
C: -0.929 28.238 -10.079  -0.051
C: -1.739 28.059 -8.963  -0.065
C: -1.477 28.555 -7.702  -0.012
H: 1.292 30.130 -8.237  0.133
H: 1.063 29.010 -10.563  0.085
H: -1.070 27.916 -11.100  0.112
H: -2.699 27.617 -9.187  0.109
H: -2.212 28.456 -6.917  0.135
N: 0.771 26.985 -2.956  -0.131
C: 0.421 25.761 -3.525  0.004
C: 1.410 24.799 -3.623  -0.119
C: 2.700 25.160 -3.395  -0.124
C: 3.034 26.361 -2.797  0.032
C: 2.033 27.228 -2.613  -0.311
H: -0.582 25.626 -3.901  0.140
H: 1.239 23.849 -4.109  0.118
H: 3.495 24.454 -3.588  0.157
H: 4.046 26.605 -2.508  0.134
H: 2.229 28.227 -2.252  -0.024
N: -2.191 29.800 -1.330  0.041
C: -1.391 29.647 -0.201  -0.162
C: -0.238 28.985 -0.142  -0.054
C: 0.207 28.407 -1.319  -0.045
C: -0.607 28.379 -2.449  -0.119
C: -1.813 29.114 -2.401  -0.151
H: -1.764 30.309 0.566  0.108
H: 0.322 28.787 0.760  0.119
H: 1.149 27.879 -1.331  0.080
H: -0.410 27.781 -3.326  0.048
H: -2.364 29.157 -3.328  0.110

---

> The highest strongest force on any atom belongs to which entry?

C39H43Cl4N7

---

> Among the records above, which one has the highest strongest force on any atom?

C39H43Cl4N7

---

> The highest strongest force on any atom belongs to which entry?

C39H43Cl4N7

---

> Which value of multiplicity does entry 1 give?

3